Record 1
Density functional theory data (wB97M-V/def2-TZVPD) for H20O10 as an isolated structure.

Output
gap between HOMO and LUMO	9.84	eV
LUMO energy	-0.34	eV
DFT total energy	-20795.3746	eV
M	180.15	g mol⁻¹
ΔE to the lowest compared entry with this formula, charge and spin	698.37	kJ/mol
multiplicity	1

Last column: natural (NBO) charge in e.
Positions of all 30 atoms, in Å:
O (1.685, -0.906, 0.609)  -1.07
H (2.338, -0.349, 0.934)  0.46
H (0.956, -0.507, -0.085)  0.46
O (0.303, -1.352, 2.539)  -1.01
H (1.137, -1.332, 1.947)  0.49
H (-0.228, -0.656, 2.064)  0.47
O (-2.064, -0.944, -2.107)  -0.96
H (-2.660, -1.450, -1.656)  0.48
H (-1.879, -1.338, -2.953)  0.48
O (0.948, 1.427, -3.532)  -0.92
H (0.519, 1.167, -2.766)  0.47
H (1.731, 0.755, -3.506)  0.45
O (0.263, 0.118, -0.668)  -0.87
H (-0.391, -0.499, -0.684)  0.52
H (0.123, 1.024, -0.207)  0.55
O (-0.780, -3.166, 0.540)  -1.04
H (-0.285, -2.671, 1.376)  0.54
H (-0.238, -3.196, -0.315)  0.48
O (2.973, 1.996, -1.009)  -0.89
H (3.472, 2.247, -1.578)  0.43
H (3.072, 1.019, -1.206)  0.46
O (-1.186, 0.863, 2.046)  -0.91
H (-1.354, 1.313, 2.910)  0.48
H (-0.825, 1.545, 1.725)  0.45
O (-2.761, -1.480, 1.352)  -0.98
H (-2.193, -2.231, 0.952)  0.49
H (-2.173, -0.829, 1.467)  0.45
O (-0.172, 2.931, 0.319)  -0.97
H (0.606, 2.998, 0.828)  0.49
H (-0.934, 3.517, 0.655)  0.51

Record 2
Density functional theory data (wB97M-V/def2-TZVPD) for C4H12ClI2NOPPd as an isolated structure.

Output
⟨S²⟩	6.02
gap between HOMO and LUMO (alpha / beta)	6.28 / 5.77	eV
LUMO energy (alpha / beta)	-11.64 / -15.81	eV
DFT total energy	-49338.8261	eV
total charge	+3
M	516.80	g mol⁻¹
ΔE to the lowest compared entry with this formula, charge and spin	20.07	kJ/mol
multiplicity	5

Last column: natural (NBO) charge in e.
Positions of all 23 atoms, in Å:
I (-1.264, 4.488, 2.409)  0.53
I (-0.112, 4.938, 0.218)  0.47
Pd (0.000, 0.000, 0.000)  0.48
P (-2.253, -0.167, -0.519)  1.11
C (-2.742, 0.045, -2.272)  -0.95
C (-2.997, -1.777, -0.061)  -0.94
H (-3.111, 0.940, 1.437)  0.25
H (-4.365, 0.877, 0.156)  0.30
H (-3.023, 2.056, 0.058)  0.25
C (-3.303, 1.045, 0.366)  -0.94
H (-2.793, -1.955, 0.998)  0.26
H (-4.078, -1.779, -0.242)  0.30
H (-3.825, -0.056, -2.393)  0.30
H (-2.236, -0.707, -2.883)  0.28
H (-2.526, -2.571, -0.646)  0.29
H (-2.428, 1.034, -2.618)  0.26
C (0.492, 0.319, -1.724)  0.59
O (0.808, 0.523, -2.832)  -0.28
Cl (-0.644, -0.419, 2.259)  0.13
N (1.945, 0.136, 0.520)  -1.02
H (2.044, 0.046, 1.556)  0.44
H (2.324, 1.062, 0.222)  0.44
H (2.483, -0.631, 0.057)  0.46

Record 3
Density functional theory data (wB97M-V/def2-TZVPD) for C32H64INO14Si2 as an isolated structure.

Output
gap between HOMO and LUMO	9.53	eV
LUMO energy	0.43	eV
DFT total energy	-88231.0115	eV
M	869.93	g mol⁻¹
ΔE to the lowest compared entry with this formula, charge and spin	314.39	kJ/mol
multiplicity	1

Last column: Mulliken charge in e.
Positions of all 114 atoms, in Å:
C (-0.311, 1.179, -0.130)  0.46
C (0.320, 0.746, -1.216)  -0.97
Si (0.644, -0.355, -2.778)  0.50
O (-0.734, -0.495, -3.825)  0.43
Si (-2.167, -1.017, -2.976)  -0.49
C (-3.603, 0.103, -3.569)  -0.48
C (-4.979, -0.033, -2.731)  -0.39
C (-5.708, 1.438, -2.773)  -1.01
I (-4.734, -0.523, -0.621)  0.03
N (-2.633, -2.717, -3.310)  0.40
C (-1.545, -3.505, -3.987)  -0.84
C (-3.006, -3.436, -2.034)  0.44
C (-4.507, -4.077, -2.018)  -0.93
O (-2.200, -3.487, -1.045)  -0.48
H (-0.905, 1.591, 0.777)  0.38
H (1.003, -1.724, -2.344)  -0.18
H (1.793, 0.225, -3.481)  -0.19
H (-1.864, -0.925, -1.548)  -0.16
H (-3.332, 1.229, -3.647)  0.30
H (-3.853, -0.227, -4.661)  0.34
H (-5.686, -0.789, -3.230)  0.34
H (-6.150, 1.640, -3.813)  0.33
H (-4.969, 2.276, -2.441)  0.17
H (-6.589, 1.397, -2.015)  0.38
H (-0.479, -3.175, -3.715)  0.23
H (-1.692, -3.586, -5.139)  0.21
H (-1.645, -4.603, -3.601)  0.36
H (-4.415, -5.210, -2.201)  0.34
H (-5.098, -3.568, -2.871)  0.24
H (-4.959, -3.816, -0.980)  0.26
O (-4.683, 4.680, -3.239)  -0.58
C (-4.352, 5.190, -2.189)  0.80
O (-5.282, 5.720, -1.371)  -0.36
C (-5.023, 6.168, -0.030)  -0.36
C (-4.518, 7.596, -0.023)  -0.95
C (-2.901, 5.326, -1.823)  -0.97
H (-4.352, 5.480, 0.491)  0.34
H (-5.979, 6.122, 0.497)  0.30
H (-3.568, 7.689, -0.553)  0.27
H (-4.378, 7.949, 1.002)  0.35
H (-5.229, 8.255, -0.529)  0.29
H (-2.494, 6.221, -2.298)  0.27
H (-2.368, 4.447, -2.195)  0.26
H (-2.717, 5.363, -0.752)  0.34
O (-3.397, 2.313, 3.800)  -0.62
C (-2.673, 1.534, 4.388)  0.76
O (-1.565, 1.058, 3.791)  -0.36
C (-0.543, 0.292, 4.458)  0.04
C (-0.899, -1.182, 4.482)  -0.97
C (-3.047, 1.016, 5.748)  -0.99
H (-0.339, 0.693, 5.455)  0.21
H (0.368, 0.431, 3.879)  0.08
H (-1.820, -1.363, 5.043)  0.36
H (-0.099, -1.766, 4.937)  0.36
H (-1.071, -1.551, 3.467)  0.26
H (-3.733, 0.174, 5.635)  0.24
H (-3.547, 1.817, 6.297)  0.32
H (-2.195, 0.716, 6.354)  0.35
O (3.632, -0.664, -8.528)  -0.59
C (2.473, -0.358, -8.343)  0.69
O (1.932, -0.467, -7.114)  -0.39
C (0.640, 0.047, -6.747)  0.05
C (-0.452, -0.949, -7.077)  -0.63
C (1.594, 0.054, -9.491)  -0.87
H (0.465, 1.029, -7.195)  0.33
H (0.668, 0.203, -5.667)  -0.20
H (-0.506, -1.146, -8.151)  0.37
H (-1.424, -0.578, -6.744)  0.20
H (-0.254, -1.908, -6.590)  0.13
H (1.201, -0.840, -9.980)  0.23
H (2.199, 0.618, -10.204)  0.30
H (0.772, 0.707, -9.204)  0.32
O (0.407, -6.400, 4.551)  -0.58
C (0.013, -6.524, 3.411)  0.72
O (-0.898, -5.667, 2.913)  -0.36
C (-1.284, -5.605, 1.528)  -0.22
C (-2.380, -6.605, 1.226)  -0.90
C (0.458, -7.684, 2.564)  -0.89
H (-0.416, -5.718, 0.873)  0.33
H (-1.664, -4.595, 1.362)  0.19
H (-2.045, -7.632, 1.393)  0.30
H (-2.708, -6.514, 0.188)  0.24
H (-3.238, -6.442, 1.883)  0.31
H (-0.162, -8.553, 2.792)  0.25
H (1.499, -7.910, 2.809)  0.30
H (0.433, -7.485, 1.495)  0.31
O (1.497, -1.198, 3.562)  -0.56
C (2.619, -0.819, 3.291)  0.91
O (2.795, 0.263, 2.511)  -0.41
C (4.063, 0.907, 2.290)  -0.42
C (4.820, 0.240, 1.161)  -0.99
C (3.824, -1.598, 3.737)  -1.14
H (4.644, 0.959, 3.214)  0.36
H (3.837, 1.938, 2.011)  0.39
H (5.055, -0.801, 1.393)  0.25
H (5.754, 0.769, 0.960)  0.36
H (4.216, 0.232, 0.249)  0.27
H (4.009, -2.409, 3.029)  0.27
H (3.615, -2.022, 4.722)  0.33
H (4.722, -0.995, 3.848)  0.35
O (7.287, 1.881, 2.650)  -0.51
C (7.626, 2.395, 3.695)  0.82
O (6.702, 2.933, 4.515)  -0.38
C (6.969, 3.388, 5.852)  -0.43
C (7.479, 4.814, 5.849)  -0.98
C (9.080, 2.528, 4.052)  -1.11
H (7.640, 2.701, 6.374)  0.36
H (6.015, 3.349, 6.384)  0.34
H (8.427, 4.902, 5.314)  0.27
H (7.625, 5.173, 6.871)  0.36
H (6.768, 5.473, 5.342)  0.31
H (9.488, 3.418, 3.570)  0.28
H (9.607, 1.645, 3.683)  0.31
H (9.269, 2.570, 5.123)  0.35

Record 4
Density functional theory data (wB97M-V/def2-TZVPD) for the molecule C4H8O2.

Output
gap between HOMO and LUMO	11.24	eV
LUMO energy	0.88	eV
DFT total energy	-8372.4230	eV
M	88.11	g mol⁻¹
ΔE to the lowest compared entry with this formula, charge and spin	82.85	kJ/mol
multiplicity	1

Last column: natural (NBO) charge in e.
Positions of all 14 atoms, in Å:
C (1.403, 0.419, -0.054)  -0.62
C (-0.073, 0.048, -0.231)  0.12
C (-0.354, -1.389, 0.236)  -0.62
O (-0.442, 0.190, -1.580)  -0.72
C (-0.918, 0.986, 0.609)  0.43
O (-1.774, 1.690, 0.120)  -0.53
H (2.025, -0.270, -0.634)  0.23
H (1.583, 1.433, -0.424)  0.22
H (1.711, 0.363, 0.996)  0.21
H (-1.423, -1.547, 0.416)  0.22
H (0.194, -1.637, 1.150)  0.21
H (-0.045, -2.073, -0.559)  0.24
H (-1.149, 0.857, -1.598)  0.49
H (-0.728, 0.983, 1.701)  0.12